The following is a quantum chemistry calculation of a single C2H3NO3 molecule, from OMol25.

XYZ file:
```
9
Properties=species:S:1:pos:R:3:forces:R:3:nbo_charge:R:1
C -0.9563 0.0176 -0.9366 -0.4193 -0.4970 -1.5267 0.1789
C 0.0041 -0.2180 0.1377 2.2482 2.9026 1.4882 0.6913
N -1.5955 0.2678 -1.8686 0.5530 -0.3252 1.1568 -0.2430
O 1.0028 -1.2143 0.0591 -2.3508 1.4710 1.5014 -0.6853
O -0.6484 -0.2238 1.3726 1.2311 -0.8626 -1.5915 -0.6554
O 0.7675 1.3428 0.0490 -2.3123 -2.7356 -0.1247 -0.7668
H 1.4661 -1.3562 -0.7587 -0.0792 0.5986 -0.9365 0.5158
H 0.0005 -0.5326 2.0317 -0.1848 0.1916 -0.2381 0.5028
H -0.0407 1.9166 -0.0860 1.3141 -0.7434 0.2712 0.4619
```
Positions in Å, forces in eV/Å.

Its LUMO energy is 0.38 eV. As for the calculated total energy: -358.42233 hartree. The HOMO-LUMO gap is 11.464 eV. As for the structure (SMILES): N#CC(O)(O)O. As for the energy relative to the best compared isomer or geometry (same formula, charge and spin): 67.36 kcal per mole. As for the HOMO energy: -0.4072 Ha.